DFT (ωB97M-V/def2-TZVPD) results for an isolated molecule of C4H3ClN2O.

Geometry as XYZ:
```
11
Properties=species:S:1:pos:R:3:mulliken_charge:R:1
N 1.8538 -1.7972 -1.4363 -0.361
C 1.3547 -1.0922 -0.6869 -0.134
C 0.7219 -0.1964 0.2215 0.995
Cl 1.6387 -0.0101 1.7215 -0.175
C -0.9276 -0.4784 0.4562 -0.655
N -1.1015 0.8320 -0.1253 -0.060
C 0.1827 1.1540 -0.3733 0.157
O 0.7205 2.0956 -0.8626 -0.554
H -1.3058 -1.3051 -0.1446 0.313
H -1.1959 -0.5676 1.5068 0.288
H -1.9415 1.3654 -0.2770 0.187
```

Relative energy (zero: lowest compared OMol25 entry of this formula, charge and spin) (kcal/mol): 25.5
DFT total energy (a.u.): -799.13641
HOMO-LUMO gap (eV): 11.12
Structure (SMILES): N#C[C@]1(Cl)CNC1=O
LUMO level (eV): 0.51